Computed, not measured: the molecule C2H6N2O in a non-equilibrium geometry, with ωB97M-V/def2-TZVPD.

Max |F|, eV/A: 4.34
SMILES: C/N=C\NO
HOMO-LUMO gap, eV: 9.5
Molar mass, g mol⁻¹: 74.08

The geometry in ORCA input format:
```
! RIJCOSX wB97M-V def2-TZVPD def2/J DEFGRID3
* xyz 0 1
C 1.658 -0.025 -0.341
N 0.755 -0.705 0.692
C -0.581 -0.719 0.855
N -1.616 -0.083 0.095
O -1.326 0.723 -1.093
H 1.307 -0.543 -1.308
H 2.717 -0.254 -0.137
H 1.631 1.054 -0.329
H -1.070 -1.308 1.749
H -2.534 0.208 0.502
H -0.941 1.650 -0.685
*
```

The molecule's Mulliken atomic charges, reported in e, are given here:
1 C -0.570
2 N -0.445
3 C 0.067
4 N -0.196
5 O -0.411
6 H 0.254
7 H 0.237
8 H 0.217
9 H 0.246
10 H 0.262
11 H 0.340